The following is a DFT calculation (the ωB97M-V functional and the def2-TZVPD basis) of 14 unconnected molecules or ions with the total composition C33H94O14.

Last column: Mulliken charge in e.
Atoms and positions in Å:
C (-3.3195, -0.0458, -3.9778)  -0.524
C (-4.6196, -0.6904, -3.4686)  0.087
C (-4.3487, -1.6798, -2.3241)  -0.549
O (-5.5551, 0.2354, -3.0144)  -0.621
H (-2.8057, 0.3460, -3.1000)  -0.345
H (-3.5875, 0.8356, -4.5604)  0.417
H (-2.5856, -0.6701, -4.4875)  0.360
H (-5.1347, -1.1896, -4.2893)  0.482
H (-3.5293, -2.3401, -2.6082)  0.140
H (-5.2786, -2.2100, -2.1186)  0.370
H (-4.0731, -1.1346, -1.4214)  -0.170
H (-5.2382, 0.5022, -2.1484)  0.530
C (3.5795, -6.1302, 1.1753)  -1.647
C (2.9223, -4.8385, 0.5824)  0.676
C (3.7869, -3.6188, 0.8387)  -0.800
O (2.7198, -4.9059, -0.8246)  -0.453
H (3.6180, -6.0895, 2.2639)  0.395
H (4.5930, -6.2289, 0.7865)  0.410
H (2.9592, -6.9991, 0.9552)  0.407
H (1.9654, -4.7434, 1.0956)  0.004
H (4.2579, -3.6493, 1.8212)  0.443
H (3.1087, -2.7678, 0.7766)  -0.118
H (4.5626, -3.4125, 0.1012)  0.259
H (3.5311, -5.2041, -1.2423)  0.286
C (-3.5250, 4.2617, -1.9105)  -1.577
C (-2.3601, 3.4927, -1.3267)  1.857
C (-1.1582, 4.4231, -1.0416)  -1.644
O (-2.6916, 2.8720, -0.1224)  -0.063
H (-4.1033, 4.8654, -1.2110)  0.324
H (-4.1716, 3.4837, -2.3164)  0.312
H (-3.1584, 4.9384, -2.6824)  0.448
H (-1.9500, 2.8031, -2.0645)  -0.632
H (-1.2891, 5.0917, -0.1907)  0.345
H (-0.7473, 4.9218, -1.9194)  0.438
H (-0.2615, 3.8707, -0.7607)  0.234
H (-1.9497, 2.3875, 0.2469)  -0.252
C (-0.9034, -6.2524, 0.8815)  -1.132
C (-1.7048, -5.1123, 0.2790)  0.247
C (-1.0923, -3.7543, 0.5898)  -0.287
O (-1.9374, -5.2541, -1.1175)  -0.590
H (-1.1674, -6.4039, 1.9281)  0.429
H (0.1663, -6.0794, 0.7638)  -0.041
H (-1.0364, -7.2280, 0.4139)  0.362
H (-2.6874, -5.1828, 0.7457)  0.303
H (-1.2718, -3.4924, 1.6326)  0.767
H (-1.6703, -2.9784, 0.0879)  -0.368
H (-0.0205, -3.6776, 0.4070)  -0.138
H (-1.0594, -5.1912, -1.5006)  0.429
C (-4.4639, 1.1186, 1.8345)  -1.044
C (-5.4894, 1.2840, 0.7407)  0.489
C (-6.1139, 2.6929, 0.7839)  -1.367
O (-4.8915, 1.1892, -0.4926)  -0.053
H (-3.7759, 0.2841, 1.6988)  0.142
H (-4.9500, 0.9209, 2.7898)  0.547
H (-3.7995, 1.9725, 1.9676)  -0.001
H (-6.3197, 0.5849, 0.8401)  0.504
H (-5.3707, 3.4716, 0.6123)  0.091
H (-6.6932, 2.8338, 1.6964)  0.440
H (-6.8337, 2.7317, -0.0336)  0.390
H (-4.0870, 1.7103, -0.4384)  -0.063
C (-1.2270, -0.1868, -0.5868)  0.340
C (-0.4850, 0.1005, 0.7174)  1.959
C (1.0059, 0.1457, 0.5764)  -0.582
O (-0.8453, 1.3525, 1.2523)  0.294
H (-2.2509, -0.4526, -0.3238)  0.026
H (-0.7291, -0.9867, -1.1349)  -0.474
H (-1.1689, 0.6098, -1.3285)  -0.698
H (-0.7424, -0.6624, 1.4521)  -0.383
H (1.3040, 0.9865, -0.0499)  -0.096
H (1.5492, -0.6849, 0.1258)  -0.418
H (1.6004, 0.4065, 1.4520)  0.053
H (-0.5641, 1.3981, 2.1691)  -0.289
C (-2.7377, 3.8828, 4.0639)  -1.031
C (-2.6628, 2.7358, 5.0659)  0.227
O (-3.4784, 2.9016, 6.2083)  -0.567
H (-2.4293, 4.7527, 4.6437)  0.379
H (-3.7695, 3.9976, 3.7315)  0.311
H (-2.0125, 3.7260, 3.2655)  0.176
H (-1.6472, 2.6789, 5.4575)  0.270
H (-2.8483, 1.7635, 4.6095)  -0.089
H (-2.8536, 2.9218, 6.9369)  0.372
C (3.8476, 2.8923, -1.0962)  -0.656
C (4.7163, 2.9607, -2.4038)  -0.396
O (5.4873, 4.1759, -2.3656)  -0.555
H (3.1811, 3.7543, -1.0661)  0.466
H (4.4352, 2.7369, -0.1914)  0.443
H (3.0913, 2.1136, -1.1952)  -0.021
H (4.0371, 3.0434, -3.2523)  0.256
H (5.3783, 2.1181, -2.6036)  0.273
H (6.0396, 4.1643, -3.1507)  0.315
C (3.8752, 4.0812, 3.1896)  -1.444
C (2.8981, 3.0432, 2.6553)  0.392
O (2.8291, 2.0593, 3.6684)  -0.596
H (4.3170, 4.7261, 2.4299)  0.370
H (4.6881, 3.5940, 3.7280)  0.337
H (3.4166, 4.6846, 3.9730)  0.345
H (3.2395, 2.6226, 1.7094)  -0.149
H (1.9302, 3.5377, 2.5741)  0.344
H (3.5705, 1.4561, 3.5784)  0.310
C (4.9656, -0.9488, -2.0377)  -0.952
C (3.5032, -0.9815, -2.5563)  1.076
O (3.3675, -0.1178, -3.6791)  -0.626
H (5.1259, -1.5445, -1.1391)  0.026
H (5.2427, 0.0214, -1.6253)  0.061
H (5.6520, -1.2072, -2.8441)  0.375
H (2.7863, -0.7095, -1.7816)  -0.600
H (3.2146, -1.9731, -2.9049)  0.289
H (2.4205, -0.0471, -3.8198)  0.411
C (-0.9329, -3.2072, -3.2538)  -0.534
C (0.5133, -3.6538, -2.8466)  0.202
O (0.5358, -4.9874, -2.3592)  -0.750
H (-1.0180, -2.3438, -3.9136)  0.128
H (-1.5022, -2.9246, -2.3683)  -0.235
H (-1.5116, -4.0176, -3.6971)  0.543
H (0.9868, -3.0175, -2.0988)  -0.268
H (1.1683, -3.5782, -3.7146)  0.451
H (1.3361, -5.0214, -1.8302)  0.576
C (0.9932, 2.2587, -3.2881)  -0.061
C (0.2597, 1.3046, -4.2437)  -0.112
O (0.7740, 0.0066, -3.9785)  -0.416
H (2.0479, 2.4644, -3.4704)  0.142
H (0.9631, 1.8412, -2.2817)  -0.485
H (0.4979, 3.2296, -3.2895)  0.388
H (0.3928, 1.6305, -5.2753)  0.510
H (-0.8092, 1.2999, -4.0306)  -0.089
H (0.5334, -0.6554, -4.6308)  0.178
C (-1.1669, -0.8056, 4.4861)  -1.060
C (0.2585, -0.3292, 4.1856)  0.237
O (0.1575, 1.0782, 4.0134)  -0.494
H (-1.6022, -0.2066, 5.2860)  0.325
H (-1.1786, -1.7997, 4.9330)  0.434
H (-1.7902, -0.8398, 3.5925)  0.057
H (0.6852, -0.7803, 3.2898)  -0.232
H (0.9066, -0.6649, 4.9952)  0.555
H (0.9660, 1.5949, 4.0426)  0.228
C (4.8814, -0.4006, 2.1012)  -0.479
O (5.1953, 0.6534, 2.9782)  -0.609
H (4.1729, -0.0997, 1.3294)  0.141
H (5.7695, -0.6270, 1.5112)  0.473
H (4.5266, -1.2945, 2.6141)  0.208
H (5.7365, 1.2803, 2.4928)  0.287

Summary:
Highest occupied orbital energy: -9.388 eV
Kohn-Sham gap: 0.3502 Eh
Multiplicity: 1